C19H58O9P | ωB97M-V/def2-TZVPD

Values from the calculation:
HOMO in eV: -12.178
LUMO energy in eV: -2.19
Gap between HOMO and LUMO in eV: 9.98
DFT total energy in eV: -48351.3662

The geometry in ORCA input format:
```
! RIJCOSX wB97M-V def2-TZVPD def2/J DEFGRID3
* xyz 1 1
O 5.088 0.749 0.526
C 4.064 0.851 1.492
C 2.732 1.426 0.973
C 1.614 0.368 0.921
P -0.031 1.088 0.993
H 5.336 1.628 0.202
H 3.920 -0.168 1.853
H 4.391 1.447 2.349
H 2.425 2.263 1.600
H 2.891 1.817 -0.035
H 1.700 -0.341 1.746
H 1.635 -0.179 -0.025
H 0.019 2.293 1.702
H -0.951 0.256 1.629
H -0.504 1.312 -0.300
C 0.018 -2.071 -1.944
C -0.723 -0.815 -2.351
O 0.016 0.375 -2.060
H 0.246 -2.057 -0.874
H -0.588 -2.953 -2.150
H 0.960 -2.171 -2.488
H -1.662 -0.729 -1.808
H -0.984 -0.851 -3.411
H 0.870 0.340 -2.527
C -5.495 0.628 -2.118
C -4.094 0.328 -2.609
O -3.884 -1.074 -2.820
H -5.697 0.086 -1.192
H -5.629 1.694 -1.931
H -6.236 0.326 -2.861
H -3.360 0.617 -1.853
H -3.872 0.889 -3.518
H -4.506 -1.358 -3.497
C -4.249 -1.918 0.967
C -5.401 -1.940 1.953
O -6.482 -1.119 1.536
H -3.908 -0.891 0.814
H -3.412 -2.521 1.327
H -4.552 -2.313 -0.005
H -5.091 -1.531 2.916
H -5.735 -2.968 2.127
H -6.841 -1.474 0.716
C -1.072 3.884 -5.337
C -1.801 2.608 -4.968
O -3.190 2.816 -4.731
H -1.194 4.635 -4.556
H -0.006 3.694 -5.476
H -1.459 4.297 -6.271
H -1.412 2.200 -4.033
H -1.654 1.848 -5.744
H -3.589 3.163 -5.536
C 4.603 -2.600 3.858
C 3.300 -2.393 4.604
O 2.430 -1.480 3.932
H 5.126 -1.652 3.724
H 5.258 -3.280 4.403
H 4.417 -3.039 2.874
H 3.481 -1.954 5.584
H 2.792 -3.350 4.753
H 2.202 -1.915 3.099
C -0.900 -4.834 1.433
C -0.368 -3.812 2.413
O 1.028 -3.551 2.230
H -0.344 -5.767 1.517
H -1.953 -5.041 1.631
H -0.819 -4.476 0.405
H -0.446 -4.178 3.435
H -0.941 -2.878 2.357
H 1.172 -3.273 1.318
C 5.062 -0.453 -3.131
C 3.736 -0.668 -2.438
O 2.723 0.233 -2.920
H 5.404 0.573 -2.996
H 5.814 -1.126 -2.718
H 4.985 -0.654 -4.202
H 3.831 -0.459 -1.374
H 3.401 -1.703 -2.556
H 2.655 0.115 -3.875
C 0.540 5.751 4.226
C 0.168 4.809 3.103
O 0.873 3.557 3.188
H 1.612 5.944 4.225
H 0.015 6.700 4.114
H 0.263 5.331 5.195
H 0.452 5.226 2.137
H -0.912 4.633 3.089
H 0.682 3.177 4.054
*
```



C19H60N10O11 | ωB97M-V/def2-TZVPD

Values from the calculation:
HOMO in eV: -6.160
LUMO energy in eV: 0.05
Energy relative to the best compared isomer or geometry (same formula, charge and spin) in kJ/mol: 2289.48
Gap between HOMO and LUMO in eV: 6.21
DFT total energy in eV: -58081.0306

The geometry in ORCA input format:
```
! RIJCOSX wB97M-V def2-TZVPD def2/J DEFGRID3
* xyz 0 1
C 2.846 2.861 -2.077
O 1.744 2.373 -1.392
H 2.627 3.551 -2.919
H 3.256 1.858 -2.336
H 3.510 3.386 -1.379
H 0.961 2.888 -1.587
C 1.959 0.416 4.570
O 2.406 -0.424 3.546
H 2.557 0.393 5.437
H 0.927 0.179 4.885
H 1.896 1.438 4.186
H 3.089 -0.901 4.027
C -0.815 -4.930 -0.011
O -1.042 -5.332 -1.277
N 0.346 -5.082 0.569
N -0.567 -3.660 0.007
H 0.592 -6.166 0.565
H 0.069 -4.982 1.589
H -1.294 -3.297 -0.727
H -1.132 -3.211 0.746
C 2.175 -1.489 1.076
O 3.440 -1.237 0.700
N 1.840 -2.707 1.448
N 1.354 -1.775 0.041
H 1.317 -2.590 2.334
H 2.808 -3.061 1.872
H 0.550 -1.108 0.207
H 1.665 -1.132 -0.804
C -3.348 1.447 -3.202
O -3.406 0.654 -2.076
N -2.194 1.440 -3.802
N -4.291 2.133 -3.732
H -1.432 0.876 -3.347
H -2.079 2.027 -4.660
H -5.107 2.156 -3.220
H -4.302 2.740 -4.533
C -0.789 -3.063 3.187
O -1.682 -2.387 2.384
N -0.786 -4.375 3.203
N 0.252 -2.502 3.762
H -1.519 -4.968 2.882
H -0.136 -4.851 3.840
H 0.407 -1.494 3.774
H 0.736 -2.990 4.510
C 0.900 -0.764 -2.698
O -0.348 -0.146 -2.690
N 1.174 -1.860 -3.356
N 1.983 -0.334 -2.021
H 0.376 -2.272 -3.914
H 2.077 -1.925 -3.866
H 1.846 0.649 -1.759
H 3.000 -0.564 -2.153
C -2.085 4.771 -3.564
C -1.108 4.416 -2.444
C -1.779 4.264 -1.032
O -0.480 3.339 -2.674
H -3.082 4.417 -3.471
H -1.711 4.452 -4.553
H -2.188 5.858 -3.507
H -0.291 5.148 -2.477
H -2.477 3.419 -0.981
H -2.344 5.188 -0.820
H -1.076 4.109 -0.190
H -1.089 2.682 -2.975
C 4.858 3.036 3.928
C 4.739 1.845 2.903
C 3.762 2.198 1.757
O 5.746 1.519 2.287
H 5.102 3.969 3.337
H 5.483 2.812 4.767
H 3.840 3.057 4.306
H 4.336 0.962 3.422
H 2.842 2.342 2.185
H 3.681 1.333 1.186
H 4.114 2.994 1.146
H 5.801 0.548 2.133
C -2.019 1.278 1.229
C -0.876 0.820 0.407
C 0.328 1.020 1.362
O -0.897 -0.374 0.109
H -2.224 0.578 2.033
H -2.919 1.364 0.595
H -1.881 2.293 1.560
H -0.698 1.343 -0.503
H 0.352 0.366 2.253
H 0.436 2.023 1.826
H 1.291 0.919 0.770
H -1.669 -0.539 -0.381
C -3.772 -4.242 -1.536
C -3.560 -2.768 -1.716
C -4.079 -2.011 -0.465
O -2.364 -2.476 -1.879
H -3.251 -4.522 -0.680
H -3.514 -4.772 -2.413
H -4.857 -4.425 -1.396
H -4.181 -2.373 -2.573
H -4.207 -1.041 -0.654
H -3.378 -2.109 0.369
H -4.940 -2.476 0.034
H -2.134 -2.446 -2.832
*
```



C19H60O11 | ωB97M-V/def2-TZVPD

Values from the calculation:
Structure (SMILES): CC(C)O.CC(C)O.CC(C)O.CC(C)O.CC(C)O.CO.CO.CO.CO.O.O
HOMO in eV: -9.325
LUMO energy in eV: 0.59
Energy relative to the best compared isomer or geometry (same formula, charge and spin) in kJ/mol: 205.17
Gap between HOMO and LUMO in eV: 9.91
DFT total energy in eV: -43196.4128

The geometry in ORCA input format:
```
! RIJCOSX wB97M-V def2-TZVPD def2/J DEFGRID3
* xyz 0 1
C -0.185 -1.433 4.577
C -0.249 -2.564 3.590
C -1.494 -3.403 3.949
O -0.349 -1.972 2.262
H 0.656 -0.704 4.367
H 0.110 -1.814 5.563
H -1.166 -1.067 4.687
H 0.637 -3.236 3.586
H -1.403 -3.936 4.900
H -1.585 -4.205 3.199
H -2.378 -2.807 3.967
H 0.123 -2.564 1.671
C 4.747 -0.397 -3.388
C 3.217 -0.284 -3.149
C 2.469 -0.493 -4.453
O 2.941 -1.367 -2.204
H 5.146 0.366 -4.107
H 4.872 -1.378 -3.820
H 5.294 -0.306 -2.508
H 2.838 0.676 -2.734
H 2.685 0.237 -5.257
H 1.421 -0.423 -4.234
H 2.600 -1.537 -4.727
H 2.003 -1.583 -2.325
C 2.890 2.527 -0.504
C 2.267 2.772 0.882
C 3.250 3.091 1.894
O 1.233 3.799 0.653
H 3.752 1.909 -0.537
H 3.130 3.472 -0.982
H 2.150 2.036 -1.164
H 1.675 1.904 1.143
H 4.049 3.885 1.724
H 3.800 2.138 1.934
H 2.754 3.170 2.865
H 1.730 4.661 0.700
C -3.016 1.982 2.891
C -2.088 1.147 2.007
C -0.659 1.261 2.513
O -2.590 -0.170 2.022
H -2.912 3.068 2.649
H -2.808 1.759 3.979
H -4.082 1.662 2.750
H -2.135 1.491 0.954
H -0.111 0.479 2.040
H -0.644 1.061 3.601
H -0.155 2.210 2.221
H -1.914 -0.866 1.908
C -2.918 -2.423 -1.954
C -1.546 -3.106 -1.817
C -1.527 -4.534 -2.340
O -0.475 -2.388 -2.501
H -2.873 -1.425 -1.569
H -3.705 -2.989 -1.487
H -3.189 -2.246 -3.011
H -1.205 -3.086 -0.823
H -0.468 -4.887 -2.345
H -1.970 -4.590 -3.339
H -2.104 -5.203 -1.673
H -0.572 -2.361 -3.482
C 4.068 -1.545 0.556
O 3.505 -2.778 0.117
H 4.300 -1.610 1.618
H 5.010 -1.353 0.100
H 3.407 -0.691 0.373
H 3.188 -2.698 -0.856
C -1.891 4.517 -0.396
O -0.813 4.474 -1.311
H -2.783 4.516 -0.984
H -1.981 3.618 0.249
H -1.859 5.445 0.224
H -0.031 4.049 -0.861
C -5.181 2.523 -0.752
O -4.021 1.780 -0.448
H -5.954 2.398 0.036
H -4.905 3.613 -0.870
H -5.616 2.156 -1.683
H -4.273 0.992 -0.002
C -0.108 0.299 -0.390
O 0.262 0.287 -1.746
H -1.189 0.102 -0.296
H 0.306 -0.534 0.141
H 0.080 1.218 0.133
H -0.600 0.602 -2.178
O 0.958 -3.668 0.639
H 1.957 -3.685 0.464
H 0.753 -4.550 1.019
O -2.039 1.530 -2.876
H -1.722 2.420 -2.946
H -2.792 1.555 -2.286
*
```



C19H61BBaN4O28P5 | ωB97M-V/def2-TZVPD

Values from the calculation:
HOMO in eV: -10.797
LUMO energy in eV: -5.62
Gap between HOMO and LUMO in eV: 5.17
DFT total energy in eV: -131782.5798

The geometry in ORCA input format:
```
! RIJCOSX wB97M-V def2-TZVPD def2/J DEFGRID3
* xyz 1 1
Ba 4.563 -3.349 21.054
B 5.381 -7.345 19.673
H 4.704 -7.275 20.510
H 5.084 -6.661 18.893
H 6.302 -6.916 20.035
H 5.576 -8.365 19.379
C 8.945 -10.055 15.870
N 10.234 -10.363 15.259
O 10.300 -11.228 14.407
O 11.099 -9.650 15.671
H 8.599 -9.120 15.430
H 9.156 -10.003 16.938
H 8.240 -10.864 15.677
C 8.518 -10.704 23.072
N 7.761 -11.726 23.905
O 7.781 -12.895 23.522
O 7.121 -11.332 24.881
H 9.576 -10.965 23.027
H 8.489 -9.772 23.635
H 8.091 -10.579 22.077
C 3.599 -13.088 19.345
N 3.046 -14.326 19.680
O 2.278 -14.389 20.638
O 3.292 -15.273 18.945
H 3.968 -12.529 20.205
H 2.817 -12.512 18.850
H 4.423 -13.233 18.648
C 3.512 -7.545 14.196
N 2.840 -8.383 13.232
O 3.172 -9.573 13.150
O 1.935 -7.861 12.576
H 2.765 -7.019 14.791
H 4.200 -6.886 13.666
H 4.071 -8.262 14.796
C -1.117 -6.394 17.838
O -1.803 -5.193 17.554
P -1.029 -3.785 17.142
O 0.240 -3.557 17.899
O -0.832 -3.932 15.531
C 0.051 -3.017 14.806
O -2.173 -2.653 17.317
C -3.359 -2.586 16.568
H -0.055 -6.374 17.593
H -1.543 -7.212 17.258
H -1.257 -6.655 18.887
H 0.982 -3.455 14.446
H 0.484 -2.187 15.363
H -0.545 -2.675 13.960
H -4.231 -2.772 17.195
H -3.375 -3.206 15.672
H -3.535 -1.563 16.234
C 12.775 0.605 19.269
O 11.538 0.096 19.462
P 11.292 -1.206 20.475
O 9.856 -1.596 20.657
O 12.011 -0.709 21.856
C 11.554 0.377 22.617
O 12.330 -2.321 19.893
C 12.085 -3.644 20.119
H 13.460 0.354 20.079
H 12.788 1.692 19.354
H 13.167 0.234 18.322
H 10.508 0.647 22.473
H 12.112 1.289 22.403
H 11.737 0.201 23.677
H 12.942 -4.070 20.641
H 12.067 -4.105 19.131
H 11.113 -3.969 20.491
C -2.830 -4.269 24.203
O -2.314 -5.575 24.199
P -0.817 -5.843 24.709
O 0.278 -5.223 23.902
O -0.937 -5.262 26.195
C -0.058 -5.498 27.251
O -0.750 -7.471 24.824
C 0.499 -8.055 24.895
H -3.068 -3.988 23.177
H -2.060 -3.570 24.528
H -3.717 -4.183 24.831
H 0.535 -4.610 27.468
H 0.659 -6.265 26.959
H -0.455 -5.752 28.234
H 0.768 -8.663 24.031
H 0.434 -8.675 25.789
H 1.338 -7.364 24.971
C 10.179 -5.263 26.301
O 9.209 -5.570 27.295
P 7.662 -5.240 27.150
O 7.175 -4.979 25.758
O 6.910 -6.530 27.898
C 7.077 -6.837 29.270
O 7.325 -3.999 28.153
C 7.941 -2.745 27.916
H 9.708 -5.004 25.352
H 10.822 -6.127 26.135
H 10.878 -4.497 26.637
H 8.117 -6.720 29.575
H 6.704 -7.850 29.421
H 6.517 -6.293 30.031
H 7.190 -1.955 27.908
H 8.286 -2.614 26.890
H 8.754 -2.613 28.629
C 5.916 0.959 12.871
O 6.299 -0.173 13.641
P 6.989 -0.191 15.128
O 6.213 -0.955 16.144
O 7.289 1.358 15.583
C 8.187 2.255 14.848
O 8.419 -0.804 14.729
C 8.590 -2.186 14.719
H 5.100 0.757 12.177
H 6.833 1.174 12.323
H 5.609 1.845 13.427
H 8.983 2.367 15.585
H 7.798 3.243 14.601
H 8.720 1.863 13.982
H 7.694 -2.800 14.808
H 9.344 -2.368 15.485
H 8.973 -2.468 13.738
*
```